Molecular formula: C13H15NO
Method: DFT, the ωB97M-V functional and the def2-TZVPD basis

CARTESIAN COORDINATES (ANGSTROEM)
C 0.812 -1.187 1.530
C 0.553 -1.043 0.326
C 1.522 -1.328 5.731
C 2.252 -2.152 4.817
C 0.595 -0.431 5.221
C 1.957 -2.067 3.507
C 0.403 -0.266 3.820
C 1.027 -1.126 2.960
C 0.488 -1.136 -1.036
C -2.512 1.334 -2.618
C -0.181 2.074 -2.793
C -1.078 1.018 -4.783
C -1.173 0.979 -3.257
N -0.371 -0.209 -2.987
O -0.301 -0.334 -1.672
H 1.651 -1.335 6.887
H 3.010 -2.899 5.003
H -0.136 0.190 5.760
H 2.434 -2.760 2.721
H -0.265 0.433 3.515
H 1.248 -1.891 -1.418
H -2.933 2.050 -3.190
H -3.345 0.483 -2.658
H -2.474 1.637 -1.657
H -0.225 2.223 -1.789
H -0.530 3.034 -3.305
H 0.878 1.900 -2.902
H -0.127 1.273 -5.190
H -1.341 0.024 -5.237
H -1.838 1.513 -5.307

Calculated values
HOMO energy (spin up / spin down): -7.09 / -8.22 eV
F_max: 0.120 hartree/bohr
LUMO level (spin up / spin down): 0.1 / -0.4 eV

Atomic partial charges in e from the natural (NBO) method, atoms 1 to 5: atom 1 (C): 0.04, atom 2 (C): -0.09, atom 3 (C): -0.21, atom 4 (C): -0.22, atom 5 (C): -0.21


Molecular formula: C13H15PSe2Tc
Method: DFT, the ωB97M-V functional and the def2-TZVPD basis

CARTESIAN COORDINATES (ANGSTROEM)
Tc 0.105 -0.036 0.247
C 0.307 -0.047 -3.940
H 1.399 0.011 -3.920
H 0.117 -1.101 -4.153
H -0.101 0.577 -4.736
H -0.134 0.249 -2.992
H -1.476 0.285 0.061
Se 0.147 -2.073 1.428
P 0.521 -0.089 2.728
Se 0.899 1.848 1.527
C -0.928 0.248 3.820
C -0.896 0.242 5.234
C -2.067 0.417 5.979
C -3.296 0.599 5.332
C -3.349 0.588 3.929
C -2.174 0.411 3.194
C 1.918 -0.336 3.917
C 1.954 -1.475 4.752
C 3.056 -1.767 5.570
C 4.181 -0.935 5.560
C 4.194 0.175 4.705
C 3.086 0.454 3.892
H 0.049 0.081 5.745
H -2.041 0.420 7.077
H -4.198 0.752 5.892
H -4.303 0.727 3.418
H -2.186 0.366 2.102
H 1.116 -2.171 4.731
H 3.045 -2.644 6.222
H 5.024 -1.150 6.201
H 5.081 0.810 4.693
H 3.131 1.288 3.194

Calculated values
HOMO energy (spin up / spin down): -15.51 / -15.12 eV
F_max: 0.060 hartree/bohr
Expectation value of S²: 3.835
LUMO level (spin up / spin down): -9.0 / -11.8 eV
Total charge: +2
2S+1: 4

Atomic partial charges in e from the natural (NBO) method, atoms 1 to 5: atom 1 (Tc): 0.53, atom 2 (C): -0.85, atom 3 (H): 0.22, atom 4 (H): 0.23, atom 5 (H): 0.24


Molecular formula: C13H16AlF4N5O
Method: DFT, the ωB97M-V functional and the def2-TZVPD basis

CARTESIAN COORDINATES (ANGSTROEM)
C 3.654 -1.725 0.513
N 3.203 -2.445 -0.681
C 1.800 -2.213 -0.957
C 1.521 -0.859 -1.602
N 2.230 -0.604 -2.662
N 1.983 0.560 -3.266
C 1.095 1.441 -2.854
N 0.975 2.581 -3.658
C 0.335 1.227 -1.697
C -0.655 2.242 -1.208
C 0.087 3.529 -0.869
O 1.207 3.493 -0.471
C 0.557 0.025 -1.042
C -0.178 -0.304 0.194
C 0.163 0.324 1.379
C -0.538 0.044 2.545
C -1.553 -0.896 2.460
C -1.794 -1.493 1.225
N -1.147 -1.221 0.097
H 4.683 -1.992 0.723
H 3.600 -0.635 0.406
H 3.052 -2.044 1.357
H 3.776 -2.147 -1.460
H 1.262 -2.305 -0.024
H 1.442 -2.962 -1.662
H 2.517 0.757 -4.102
H 1.677 3.278 -3.444
H 0.045 2.969 -3.616
H -1.045 1.880 -0.262
H -1.453 2.426 -1.922
H -0.427 4.489 -1.011
H 0.976 1.040 1.389
H -0.304 0.539 3.472
H -2.158 -1.152 3.316
H -2.575 -2.237 1.172
F -4.057 -1.776 3.894
Al -5.625 -1.124 3.653
F -6.649 -1.601 4.901
F -6.202 -1.672 2.160
F -5.480 0.563 3.616

Calculated values
HOMO energy: -10.18 eV
F_max: 0.027 hartree/bohr
LUMO level: -2.7 eV

Atomic partial charges in e from the natural (NBO) method, atoms 1 to 5: atom 1 (C): -0.42, atom 2 (N): -0.59, atom 3 (C): -0.26, atom 4 (C): 0.22, atom 5 (N): -0.18


Molecular formula: C13H16AlN2PSe
Method: DFT, the ωB97M-V functional and the def2-TZVPD basis

CARTESIAN COORDINATES (ANGSTROEM)
C -0.631 0.110 -2.268
C -1.504 1.230 -2.207
C -0.714 2.389 -1.794
C 0.630 1.973 -1.699
C 0.710 0.502 -1.779
Al 1.899 -0.476 0.393
P 0.195 -2.138 0.607
H -0.887 -0.937 -2.567
H -2.607 1.245 -2.273
H -1.087 3.325 -1.446
H 1.588 0.019 -2.250
H 1.506 2.542 -1.340
H 1.063 -3.167 0.090
H -1.062 -2.256 -0.151
H -0.070 -2.461 1.978
C 2.390 -0.497 3.869
N 1.059 0.081 3.966
C 0.505 1.009 3.133
Se 1.328 1.693 1.555
N -0.705 1.334 3.666
C -0.916 0.624 4.873
C -1.875 0.770 5.874
C -1.645 0.067 7.072
C -0.486 -0.737 7.248
C 0.456 -0.857 6.221
C 0.209 -0.164 5.041
H 2.970 -0.242 4.756
H 2.911 -0.086 2.991
H 2.309 -1.581 3.775
H -1.335 2.028 3.285
H -2.735 1.399 5.701
H -2.355 0.140 7.894
H -0.349 -1.246 8.200
H 1.372 -1.450 6.311

Calculated values
HOMO energy: -5.99 eV
F_max: 0.052 hartree/bohr
LUMO level: -0.2 eV

Atomic partial charges in e from the natural (NBO) method, atoms 1 to 5: atom 1 (C): -0.29, atom 2 (C): -0.31, atom 3 (C): -0.31, atom 4 (C): -0.26, atom 5 (C): -0.57


Molecular formula: C13H16Br2INO3
Method: DFT, the ωB97M-V functional and the def2-TZVPD basis

CARTESIAN COORDINATES (ANGSTROEM)
O -2.416 0.435 2.279
O -2.229 -1.686 1.705
Br 0.968 -2.185 -6.748
Br 1.843 1.975 -3.151
I -3.577 -0.771 -3.051
O -0.740 1.182 -1.967
C -1.759 -0.528 1.817
C 1.192 -0.311 -4.577
C -1.005 -1.380 -4.637
C 0.324 -1.261 -5.093
C 0.708 0.518 -3.604
C -1.386 -0.595 -3.510
C -0.504 0.369 -3.025
C -1.168 0.477 -0.750
C 0.045 0.467 0.183
C 0.471 -0.713 3.968
C 1.962 0.354 2.351
C 0.114 1.432 3.324
C -0.246 -0.261 1.515
N 0.569 0.164 2.735
H 2.197 -0.084 -4.925
H -1.688 -1.997 -5.221
H -1.991 1.092 -0.278
H -1.532 -0.517 -0.967
H 0.806 0.012 -0.448
H 0.255 1.490 0.446
H 0.748 -0.112 4.922
H -0.504 -1.099 4.069
H 1.240 -1.452 4.065
H 2.426 -0.605 2.581
H 2.470 1.092 2.900
H 2.099 0.507 1.266
H 1.034 1.994 3.734
H -0.399 2.120 2.642
H -0.460 1.165 4.184
H 0.132 -1.287 1.267

Calculated values
HOMO energy: -8.22 eV
F_max: 0.077 hartree/bohr
LUMO level: -0.3 eV
Structure (SMILES): C[N+](C)(C)[C@H](CCOc1c(Br)cc(Br)cc1I)C(=O)[O-]

Atomic partial charges in e from the natural (NBO) method, atoms 1 to 5: atom 1 (O): -0.76, atom 2 (O): -0.71, atom 3 (Br): 0.02, atom 4 (Br): 0.07, atom 5 (I): 0.16


Molecular formula: C13H16Br8Co2F15O15S5Ti
Method: DFT, the ωB97M-V functional and the def2-TZVPD basis

CARTESIAN COORDINATES (ANGSTROEM)
Co -1.131 -31.414 11.963
Co -1.396 -26.458 12.525
Ti 1.918 -29.065 8.949
C 2.493 -29.059 13.923
F 3.351 -30.008 13.590
F 1.832 -29.320 15.134
F 3.156 -27.933 13.959
S 1.151 -28.813 12.541
O 1.745 -28.689 11.192
O 0.363 -30.079 12.617
O 0.326 -27.633 12.824
C -5.509 -25.469 10.835
F -6.047 -25.999 11.929
F -5.213 -26.459 10.033
F -6.323 -24.690 10.145
S -3.876 -24.566 11.260
O -3.239 -24.164 9.984
O -4.140 -23.257 11.881
O -3.013 -25.518 12.008
C -3.793 -29.358 15.431
F -2.970 -28.603 16.249
F -3.747 -30.600 15.892
F -5.045 -28.868 15.452
S -3.028 -29.226 13.643
O -2.230 -27.983 13.516
O -2.109 -30.337 13.401
O -4.169 -29.235 12.769
C -2.981 -28.486 8.768
F -3.014 -27.248 8.292
F -4.070 -28.748 9.521
F -2.954 -29.385 7.742
S -1.442 -28.684 9.844
O -0.369 -28.654 8.914
O -1.472 -27.598 10.827
O -1.502 -30.012 10.566
C 1.745 -23.238 11.863
F 2.642 -23.761 10.948
F 1.938 -23.798 13.061
F 1.908 -21.876 11.908
S -0.063 -23.634 11.326
O -0.313 -25.059 11.485
O -0.926 -22.751 12.134
O -0.223 -23.175 9.936
Br -3.530 -24.210 6.698
C -2.571 -25.614 5.764
C -1.167 -25.738 6.317
Br -0.456 -27.244 5.278
H -2.326 -25.437 4.717
H -3.201 -26.503 5.746
H -1.108 -26.130 7.332
H -0.578 -24.859 6.056
Br 2.201 -29.486 6.306
C 0.439 -30.500 6.316
C 0.061 -31.056 4.965
Br -1.804 -31.609 5.253
H -0.343 -29.886 6.763
H 0.629 -31.314 7.015
H 0.565 -31.952 4.602
H 0.049 -30.347 4.138
Br -8.403 -30.381 11.665
C -7.257 -29.085 10.866
C -8.059 -28.134 9.956
Br -8.456 -28.977 8.199
H -6.453 -29.594 10.335
H -6.794 -28.610 11.731
H -7.615 -27.144 9.852
H -9.051 -27.902 10.345
Br -6.966 -30.463 4.102
C -6.798 -31.356 5.845
C -5.632 -30.834 6.592
Br -5.383 -32.167 8.043
H -6.513 -32.399 5.705
H -7.729 -31.247 6.402
H -5.785 -29.808 6.927
H -4.688 -30.837 6.047

Calculated values
HOMO energy (spin up / spin down): -7.59 / -8.43 eV
F_max: 0.140 hartree/bohr
Expectation value of S²: 24.761
LUMO level (spin up / spin down): -4.1 / -4.4 eV
2S+1: 10

Atomic partial charges in e from the Löwdin method, atoms 1 to 5: atom 1 (Co): 1.17, atom 2 (Co): 0.83, atom 3 (Ti): 0.60, atom 4 (C): -0.57, atom 5 (F): 0.17


| no. | M (g/mol) | E_tot (eV) |
| --- | --- | --- |
| 1 | 201.269 | -17254.38987 |
| 2 | 458.157 | -155883.27817 |
| 3 | 361.279 | -40711.56564 |
| 4 | 337.201 | -97949.32410 |
| 5 | 520.987 | -169554.91967 |
| 6 | 1662.526 | -798095.32422 |